# 1
C21H39Cl22FO2 | ωB97M-V with the def2-TZVPD basis set

Output
E_LUMO ... 0.001 Ha
Structure (SMILES) ... C=CC(=O)O[C@@H](CC(C)C)[C@@H](C)F.ClCCl.ClCCl.ClCCl.ClCCl.ClCCl.ClCCl.ClCCl.ClCCl.ClCCl.ClCCl.ClCCl
2S+1 ... 1
HOMO level ... -0.309 Eh
Kohn-Sham gap ... 0.310 Ha
DFT total energy ... -304711.717 eV

Positions of all 85 atoms, in Å:
C 5.6348 4.4586 0.7964
C 4.4649 4.0156 1.3638
C 3.1651 4.6141 0.9316
O 2.8178 5.7100 1.2905
O 2.3942 3.9069 0.0572
C 1.3703 3.1371 0.7182
C -0.0280 3.6109 0.2961
C -0.7447 4.5055 1.3281
C -0.8841 5.9796 0.8298
C -2.1421 3.9353 1.7033
C 1.5254 1.6740 0.2581
C 0.8214 0.7146 1.2215
F 1.0434 1.5382 -1.0445
H 6.2978 3.7948 0.2430
H 5.9835 5.4850 0.9056
H 4.5347 3.2716 2.1581
H 1.4844 3.1102 1.8036
H -0.6726 2.7564 0.0866
H 0.1075 4.1129 -0.6632
H -0.1942 4.5745 2.2690
H -0.4793 6.0571 -0.1795
H -0.3520 6.6746 1.4800
H -1.9230 6.3097 0.7969
H -2.9554 4.5814 1.3690
H -2.2644 3.8533 2.7857
H -2.2906 2.9413 1.2878
H 2.5827 1.4174 0.1942
H -0.0075 0.1789 0.7603
H 0.3965 1.3007 2.0418
H 1.5438 0.0237 1.6592
Cl -4.1013 1.3267 2.4237
C -5.4229 2.2138 1.6460
Cl -5.7984 3.7127 2.5055
H -5.1282 2.4533 0.6324
H -6.3053 1.5860 1.6401
Cl 2.0015 -1.5817 -6.4531
C 3.2416 -0.3589 -6.7733
Cl 3.2600 0.1227 -8.4756
H 3.0355 0.5081 -6.1673
H 4.2097 -0.7763 -6.5217
Cl -5.6198 0.0788 -0.9402
C -3.9705 0.4890 -1.4367
Cl -3.6893 2.2355 -1.3971
H -3.2741 0.0095 -0.7584
H -3.8145 0.1358 -2.4490
Cl -8.1621 3.5865 5.6526
C -8.1687 5.3538 5.6139
Cl -7.0494 5.9931 4.4012
H -9.1698 5.6919 5.3721
H -7.8675 5.7197 6.5909
Cl 3.5850 -0.9925 0.6447
C 5.2554 -0.6729 0.1759
Cl 5.6066 1.0595 0.1931
H 5.9141 -1.1763 0.8739
H 5.4128 -1.0498 -0.8280
Cl 4.7392 -4.3370 2.3654
C 3.1086 -4.9615 2.0681
Cl 1.8659 -3.7624 2.4728
H 3.0273 -5.2308 1.0197
H 2.9528 -5.8300 2.6908
Cl -8.3616 3.9478 9.9221
C -7.4433 5.4442 10.0994
Cl -7.7376 6.5585 8.7551
H -7.7418 5.9309 11.0201
H -6.3869 5.2049 10.1221
Cl 0.3927 -6.4836 -6.6446
C 0.4331 -4.7359 -6.9063
Cl -0.8087 -3.8412 -6.0351
H 1.3979 -4.3640 -6.5790
H 0.3004 -4.5593 -7.9669
Cl 3.9301 -8.1572 2.9872
C 3.5489 -8.7485 1.3688
Cl 3.0959 -7.4670 0.2231
H 4.4256 -9.2518 0.9796
H 2.7196 -9.4412 1.4449
Cl 3.5515 -4.7073 -2.1652
C 3.8609 -6.1423 -3.1603
Cl 2.6223 -6.4256 -4.3908
H 4.8212 -6.0422 -3.6522
H 3.8707 -6.9937 -2.4892
Cl -0.5935 -11.4616 -7.9242
C -0.3595 -9.7876 -8.4426
Cl 0.9440 -9.6492 -9.6302
H -1.2787 -9.4293 -8.8903
H -0.1077 -9.1878 -7.5762

***

# 2
C3H6S2 | ωB97M-V with the def2-TZVPD basis set

Output
E_LUMO ... 0.015 Ha
Structure (SMILES) ... SC[C@@H]1CS1
2S+1 ... 1
HOMO level ... -0.334 Eh
Kohn-Sham gap ... 0.349 Ha
DFT total energy ... -24875.721 eV

Positions of all 11 atoms, in Å:
S 2.2559 -0.0517 -0.0745
C 0.6090 -0.6277 0.5446
C -0.4016 -0.2227 -0.3971
C -1.2427 0.9642 0.1459
S -2.1275 -0.5673 -0.0653
H 2.6700 -1.2262 -1.1216
H 0.4477 -1.7801 0.8956
H 0.3302 0.1248 1.4000
H -0.2147 0.0088 -1.4726
H -1.5658 1.7324 -0.7064
H -0.7606 1.6455 0.8513

***

# 3
C37H35Cl3Ge2N3O2S2Zr | ωB97M-V with the def2-TZVPD basis set

Output
E_LUMO ... 0.079 Ha
2S+1 ... 1
Net charge ... -1
HOMO level ... -0.182 Eh
Kohn-Sham gap ... 0.261 Ha
DFT total energy ... -221059.165 eV

Positions of all 85 atoms, in Å:
Zr -0.5911 -0.9539 0.0940
C 1.5160 3.3594 0.5030
C 0.0152 3.2342 0.2690
Ge -0.7904 1.6071 1.0276
C -2.7442 2.0448 0.9517
C -3.6756 1.0442 1.6255
C -0.5842 1.7706 2.9959
C 0.0025 0.9245 3.8505
Ge 1.1244 -0.5847 3.2273
C 1.3164 -1.8051 4.7614
C 2.6662 -2.0576 5.4247
C 2.7048 0.2366 2.4348
C 3.8415 0.5651 3.4002
C -0.1151 1.1640 5.3153
C -1.3616 1.4339 5.8827
C -1.4951 1.6760 7.2422
C -0.3826 1.6453 8.0707
C 0.8626 1.3664 7.5235
C 0.9900 1.1210 6.1649
H 1.9259 4.2864 0.0918
H 2.0546 2.5285 0.0407
H 1.7544 3.3461 1.5702
H -0.2037 3.2504 -0.8017
H -0.5242 4.0761 0.7162
H -3.0294 2.1975 -0.0932
H -2.8174 3.0222 1.4437
H -3.8166 0.1541 1.0080
H -4.6668 1.4652 1.8162
H -3.2759 0.7063 2.5871
H -1.1015 2.6276 3.4454
H 0.8771 -2.7516 4.4342
H 0.6270 -1.4103 5.5128
H 3.4306 -2.3745 4.7163
H 2.5846 -2.8416 6.1819
H 3.0395 -1.1653 5.9329
H 2.3361 1.1598 1.9823
H 3.0701 -0.3827 1.6183
H 3.5337 1.2668 4.1797
H 4.6683 1.0382 2.8653
H 4.2395 -0.3225 3.8927
H -2.2321 1.4413 5.2382
H -2.4758 1.8804 7.6545
H -0.4857 1.8290 9.1326
H 1.7415 1.3365 8.1559
H 1.9715 0.8978 5.7613
S -0.1503 -3.0850 -1.5178
C 0.7613 -2.2478 -2.7552
C 0.6427 -2.6372 -4.0888
C 1.3175 -1.9671 -5.1003
C 1.1320 -2.3898 -6.4646
N 0.9642 -2.7332 -7.5491
C 2.1477 -0.8872 -4.7797
C 2.2817 -0.4988 -3.4525
C 1.6019 -1.1560 -2.4361
S 1.8001 -0.6370 -0.7624
C 2.8530 -0.1676 -5.8067
N 3.4212 0.4171 -6.6179
H -0.0072 -3.4644 -4.3406
H 2.9141 0.3448 -3.2111
Cl 2.7894 -3.1064 1.9367
C 1.1841 -3.7784 1.8929
C 1.1075 -5.1569 1.7926
C -0.1175 -5.7853 1.6486
C -1.2648 -5.0134 1.5946
C -1.1603 -3.6423 1.7120
Cl -2.6294 -2.7008 1.5777
C 0.0546 -2.9467 1.8853
N 0.0396 -1.5457 1.9862
H 2.0267 -5.7254 1.7977
H -0.1722 -6.8605 1.5539
H -2.2402 -5.4576 1.4552
Cl -4.1488 -1.6797 -7.4039
C -3.5364 -1.3063 -5.8157
C -3.8517 -2.1492 -4.7622
C -3.3709 -1.8521 -3.4976
C -2.5821 -0.7252 -3.3091
C -2.2586 0.1005 -4.3798
C -2.7439 -0.1820 -5.6451
C -1.9895 -0.4564 -1.9835
O -0.9554 0.2390 -1.8460
O -2.4875 -1.0106 -0.9350
H -4.4560 -3.0274 -4.9402
H -3.5803 -2.4965 -2.6550
H -1.6079 0.9490 -4.2156
H -2.5006 0.4436 -6.4921

***

# 4
C2H4FNS | ωB97M-V with the def2-TZVPD basis set

Output
E_LUMO ... 0.007 Ha
Structure (SMILES) ... NC(=S)CF
2S+1 ... 1
HOMO level ... -0.321 Eh
Kohn-Sham gap ... 0.329 Ha
DFT total energy ... -17181.325 eV

Positions of all 9 atoms, in Å:
N -0.0117 1.5153 0.0040
C -0.1713 0.1897 0.1225
S -1.6699 -0.4665 -0.1119
C 1.0907 -0.5508 0.5106
F 2.0993 -0.3563 -0.4834
H -0.7965 2.0946 -0.0475
H 0.8485 2.0276 0.2823
H 1.4183 -0.2414 1.4773
H 0.9198 -1.6504 0.6036

***

Among the records above, which one has the highest HOMO level? C37H35Cl3Ge2N3O2S2Zr